# 1
{"formula": "C4H18B2KO2", "method": "wB97M-V/def2-TZVPD", "lumo_ha": 0.0783, "total_charge": -1, "species": ["K", "B", "H", "H", "H", "H", "B", "H", "H", "H", "H", "C", "O", "C", "C", "O", "C", "H", "H", "H", "H", "H", "H", "H", "H", "H", "H"], "xyz": [[-0.94, 0.27, 1.26], [-2.86, 1.41, -0.66], [-3.40, 1.92, 0.12], [-2.86, 0.35, -0.51], [-3.33, 1.55, -1.62], [-1.86, 1.82, -0.68], [-0.02, 3.16, 0.94], [-1.09, 3.06, 1.08], [0.33, 2.28, 0.42], [0.16, 4.02, 0.32], [0.51, 3.31, 1.87], [-0.81, -1.79, -1.53], [-0.77, -2.19, -0.14], [0.48, -2.76, 0.29], [1.71, -1.88, 0.12], [1.53, -0.73, 0.93], [2.49, 0.34, 0.75], [-1.86, -1.93, -1.80], [-0.24, -2.49, -2.14], [-0.53, -0.75, -1.64], [0.56, -3.63, -0.37], [0.37, -3.14, 1.31], [1.79, -1.65, -0.94], [2.55, -2.49, 0.45], [3.50, -0.01, 0.94], [2.30, 1.17, 1.44], [2.29, 0.78, -0.22]], "nbo_charge": [0.9482, -0.8514, -0.0198, -0.0785, -0.0215, -0.0105, -0.8333, -0.0101, -0.0799, -0.0081, -0.0513, -0.2672, -0.5644, -0.0767, -0.0934, -0.5803, -0.2701, 0.2149, 0.1507, 0.2098, 0.1659, 0.1877, 0.1780, 0.1678, 0.1561, 0.2356, 0.2016]}

---

# 2
{"formula": "C4H18N2O2", "method": "wB97M-V/def2-TZVPD", "lumo_ha": -0.2414, "total_charge": 2, "species": ["C", "C", "C", "C", "N", "N", "H", "H", "H", "H", "H", "H", "H", "H", "H", "H", "H", "H", "H", "H", "H", "H", "O", "H", "H", "O"], "xyz": [[0.62, -2.49, 0.48], [0.23, -1.10, -0.06], [-1.22, -0.80, -0.27], [-1.62, 0.70, -0.16], [-1.43, 1.10, 1.25], [1.04, -0.93, -1.44], [-0.14, -2.96, 1.10], [1.01, -3.28, -0.08], [1.52, -2.45, 1.24], [0.73, -0.25, 0.50], [-1.71, -1.41, 0.67], [-1.58, -1.18, -1.22], [-1.19, 1.30, -0.97], [-2.65, 0.90, -0.36], [-2.31, 0.98, 1.89], [-0.85, 0.53, 1.73], [-1.11, 2.13, 1.34], [2.18, -0.99, -1.27], [0.81, -0.04, -1.96], [0.76, -1.76, -1.87], [4.21, -0.91, -2.05], [3.28, 0.26, -2.50], [3.35, -0.67, -2.27], [-0.96, 4.34, 2.87], [-1.95, 4.73, 1.61], [-1.05, 4.24, 1.81]], "nbo_charge": [-0.7056, -0.0269, -0.4514, -0.2559, -0.6953, -0.7362, 0.2634, 0.2668, 0.2649, 0.2015, 0.2465, 0.2645, 0.2475, 0.2607, 0.4687, 0.4174, 0.5046, 0.4946, 0.4290, 0.4281, 0.5155, 0.5059, -0.9303, 0.5094, 0.5092, -0.9964]}

---

# 3
{"formula": "C4H18N2O5", "method": "wB97M-V/def2-TZVPD", "lumo_ha": 0.0097, "total_charge": 0, "species": ["C", "N", "C", "C", "C", "N", "O", "H", "H", "H", "H", "H", "H", "H", "H", "H", "H", "O", "H", "H", "O", "H", "H", "O", "H", "H", "O", "H", "H"], "xyz": [[0.96, 1.11, 0.00], [0.35, 0.01, -0.63], [-0.43, -0.87, 0.21], [-1.95, -0.82, -0.05], [-0.37, -0.67, 1.86], [0.12, -1.74, 2.58], [-0.65, 0.32, 2.50], [1.00, 1.07, 1.17], [2.05, 1.06, -0.46], [0.60, 2.16, -0.28], [-0.21, 0.31, -1.44], [-0.03, -1.89, -0.11], [-2.36, 0.00, 0.43], [-2.47, -1.84, 0.20], [-2.25, -0.63, -1.06], [0.13, -1.69, 3.55], [0.24, -2.67, 2.23], [2.17, -0.81, -3.55], [2.79, -1.37, -3.03], [1.44, -0.56, -2.91], [3.30, -1.05, -0.59], [2.59, -0.90, 0.05], [3.64, -1.96, -0.50], [-1.13, 2.48, 0.95], [-1.16, 1.61, 1.48], [-0.69, 3.05, 1.42], [-2.69, 2.06, -1.68], [-3.19, 2.25, -0.92], [-1.82, 1.95, -1.43]], "nbo_charge": [-0.4536, -0.6665, -0.1157, -0.6337, 0.7050, -0.8099, -0.6390, 0.2099, 0.1873, 0.2260, 0.3734, 0.1926, 0.2141, 0.2160, 0.2339, 0.3975, 0.3965, -0.9551, 0.4788, 0.4742, -0.9508, 0.4812, 0.4715, -0.9832, 0.4929, 0.4537, -0.9377, 0.4755, 0.4652]}

---

# 4
{"formula": "C4H18N2O5", "method": "wB97M-V/def2-TZVPD", "lumo_ha": 0.0046, "total_charge": 0, "species": ["N", "C", "C", "C", "C", "N", "O", "H", "H", "H", "H", "H", "H", "H", "H", "H", "H", "O", "H", "H", "O", "H", "H", "O", "H", "H", "O", "H", "H"], "xyz": [[1.81, 0.89, 2.25], [1.70, 1.80, 1.12], [0.43, 1.49, 0.35], [0.36, 0.08, -0.03], [1.57, -0.51, -0.72], [1.31, -0.80, -2.09], [2.69, -0.73, -0.28], [2.31, 0.04, 1.95], [1.13, 0.82, 2.91], [2.65, 1.78, 0.40], [1.63, 2.93, 1.53], [0.40, 2.20, -0.47], [-0.40, 1.80, 0.91], [-0.63, -0.08, -0.78], [0.28, -0.55, 0.91], [2.03, -1.18, -2.57], [0.43, -0.38, -2.41], [-3.23, 0.32, 1.20], [-2.76, -0.13, 0.47], [-2.50, 0.28, 1.72], [1.06, -3.81, -0.19], [0.15, -4.12, -0.13], [1.01, -3.00, -0.67], [-2.16, -1.71, -0.74], [-2.62, -1.08, -1.44], [-2.90, -2.00, -0.16], [-2.02, 1.56, -1.19], [-2.46, 2.01, -0.46], [-1.25, 2.06, -1.39]], "nbo_charge": [-0.8867, -0.2056, -0.4280, -0.5452, 0.6769, -0.8511, -0.6120, 0.3954, 0.3636, 0.2166, 0.1800, 0.1761, 0.2012, 0.2526, 0.2493, 0.3988, 0.3980, -0.9359, 0.4715, 0.4552, -0.9347, 0.4659, 0.4693, -0.9556, 0.4906, 0.4841, -0.9560, 0.4928, 0.4729]}

---

# 5
{"formula": "C4H18N2O6", "method": "wB97M-V/def2-TZVPD", "lumo_ha": 0.0031, "total_charge": 0, "species": ["N", "C", "C", "C", "N", "C", "O", "O", "H", "H", "H", "H", "H", "H", "H", "H", "H", "H", "O", "H", "H", "O", "H", "H", "O", "H", "H", "O", "H", "H"], "xyz": [[0.61, 2.38, 0.66], [-0.76, 2.94, 0.37], [-1.73, 1.72, 0.17], [-1.32, 0.98, -1.11], [-0.67, -0.37, -0.93], [-1.41, -1.25, -0.21], [-0.99, -2.28, 0.30], [-2.73, -0.92, -0.23], [0.99, 1.70, -0.02], [0.46, 1.81, 1.46], [-0.67, 3.61, -0.47], [-1.04, 3.54, 1.22], [-1.62, 1.26, 1.14], [-2.79, 2.13, 0.22], [-0.59, 1.49, -1.76], [-2.28, 0.76, -1.64], [0.32, -0.38, -0.70], [-3.18, -1.61, 0.35], [1.82, -1.70, 1.17], [1.10, -2.34, 0.81], [1.49, -1.59, 2.08], [2.74, 0.12, -3.42], [2.69, -0.85, -3.32], [2.11, 0.37, -2.70], [-0.26, -0.91, 3.41], [-0.07, -0.93, 4.34], [-1.06, -1.42, 3.32], [3.02, -0.30, -0.81], [3.81, 0.21, -0.84], [2.66, -0.74, -0.05]], "nbo_charge": [-0.8348, -0.2094, -0.4461, -0.2431, -0.6300, 0.8868, -0.6875, -0.6975, 0.3505, 0.3422, 0.1881, 0.1919, 0.2134, 0.2122, 0.2144, 0.2308, 0.4104, 0.5072, -0.9970, 0.5093, 0.5020, -0.9415, 0.4682, 0.4723, -0.9473, 0.4738, 0.4775, -1.0314, 0.4983, 0.5164]}

---

# 6
{"formula": "C4H18N2O6", "method": "wB97M-V/def2-TZVPD", "lumo_ha": 0.0191, "total_charge": 0, "species": ["C", "C", "C", "N", "C", "N", "H", "H", "H", "H", "H", "H", "O", "H", "H", "O", "H", "H", "O", "H", "H", "O", "H", "H", "O", "H", "H", "O", "H", "H"], "xyz": [[2.20, -1.03, -1.32], [0.88, -0.59, -1.68], [0.51, 0.55, -2.40], [-0.96, 0.55, -2.40], [-1.38, -0.59, -1.74], [-0.28, -1.20, -1.22], [2.52, -1.74, -2.14], [2.91, -0.16, -1.41], [2.17, -1.53, -0.31], [1.11, 1.16, -2.93], [-1.44, 1.35, -2.57], [-2.35, -1.02, -2.00], [-1.01, -0.36, 2.01], [-0.96, -1.09, 1.42], [-0.30, -0.44, 2.54], [0.93, -2.78, 0.85], [0.50, -3.67, 0.68], [0.36, -2.24, 0.17], [-1.16, 2.25, 1.21], [-2.09, 2.35, 1.33], [-1.10, 1.26, 1.51], [1.22, 2.32, 0.16], [0.46, 2.01, -0.17], [0.84, 2.70, 1.03], [1.65, 0.56, 3.06], [2.40, 0.12, 2.80], [1.51, 1.09, 2.26], [-3.36, 0.27, 0.20], [-2.89, -0.50, -0.06], [-2.91, 0.36, 1.11]], "nbo_charge": [-0.6707, 0.1298, -0.1073, -0.5082, 0.1702, -0.5599, 0.2274, 0.2336, 0.2693, 0.2146, 0.4123, 0.2232, -0.9520, 0.4911, 0.5013, -0.9975, 0.4700, 0.4924, -1.0036, 0.4704, 0.4929, -0.9482, 0.4676, 0.4819, -0.9427, 0.4668, 0.4759, -0.9304, 0.4562, 0.4735]}

---

Question: Which formula does entry 5 have?
Answer: C4H18N2O6